{
  "formula": "C41H45ClLuN3P2",
  "method": "the ωB97M-V functional and the def2-TZVPD basis",
  "elements": ["Lu", "Cl", "P", "P", "C", "C", "C", "C", "C", "C", "C", "C", "C", "C", "C", "H", "H", "H", "H", "H", "C", "C", "C", "C", "C", "H", "H", "H", "H", "H", "C", "C", "C", "C", "C", "H", "H", "H", "H", "H", "C", "C", "C", "C", "C", "H", "H", "H", "H", "H", "C", "C", "C", "C", "C", "H", "H", "H", "H", "H", "C", "C", "C", "C", "C", "H", "H", "H", "H", "H", "H", "H", "C", "N", "C", "C", "N", "N", "C", "C", "H", "H", "H", "H", "H", "H", "H", "H", "H", "H", "H", "H", "H"],
  "positions_angstrom": [[-0.1269, 0.5642, -0.2502], [-0.6229, 2.5809, -1.4205], [2.1167, 1.1170, -0.5077], [-2.4236, 0.2844, -0.0172], [3.3368, -0.1900, -0.1228], [2.6956, 2.5016, 0.5422], [2.5374, 1.6037, -2.2153], [-3.3695, -0.1158, -1.5328], [-2.9694, -1.0310, 1.1299], [-3.2048, 1.7920, 0.6528], [4.1745, -0.7419, -1.0982], [5.0775, -1.7507, -0.7581], [5.1524, -2.2123, 0.5550], [4.3183, -1.6642, 1.5326], [3.4139, -0.6622, 1.1962], [4.1254, -0.3804, -2.1203], [5.7244, -2.1719, -1.5226], [5.8559, -2.9971, 0.8177], [4.3677, -2.0233, 2.5565], [2.7635, -0.2415, 1.9581], [2.0766, 0.7871, -3.2571], [2.4050, 1.0845, -4.5774], [3.1823, 2.2076, -4.8680], [3.6321, 3.0300, -3.8346], [3.3136, 2.7291, -2.5102], [1.4474, -0.0671, -3.0189], [2.0428, 0.4488, -5.3803], [3.4281, 2.4469, -5.8988], [4.2273, 3.9108, -4.0584], [3.6573, 3.3757, -1.7088], [4.0399, 2.5987, 0.9317], [4.4690, 3.6679, 1.7166], [3.5610, 4.6477, 2.1203], [2.2226, 4.5553, 1.7357], [1.7875, 3.4869, 0.9529], [4.7476, 1.8327, 0.6291], [5.5117, 3.7321, 2.0154], [3.8959, 5.4785, 2.7355], [1.5120, 5.3153, 2.0485], [0.7492, 3.4139, 0.6444], [-3.6416, -0.7511, 2.3246], [-4.0179, -1.7901, 3.1777], [-3.7294, -3.1122, 2.8432], [-3.0598, -3.3969, 1.6507], [-2.6788, -2.3635, 0.8006], [-3.8746, 0.2762, 2.5856], [-4.5398, -1.5623, 4.1031], [-4.0224, -3.9192, 3.5086], [-2.8273, -4.4245, 1.3869], [-2.1527, -2.5881, -0.1231], [-2.8748, 0.2771, -2.7837], [-3.5994, -0.0047, -3.9410], [-4.8159, -0.6843, -3.8626], [-5.3110, -1.0820, -2.6198], [-4.5919, -0.8007, -1.4592], [-1.9316, 0.8116, -2.8373], [-3.2096, 0.3042, -4.9070], [-5.3756, -0.9072, -4.7670], [-6.2549, -1.6157, -2.5524], [-4.9751, -1.1219, -0.4953], [-4.4760, 2.2244, 0.2625], [-5.0258, 3.3750, 0.8282], [-4.3132, 4.0944, 1.7876], [-3.0432, 3.6657, 2.1795], [-2.4872, 2.5235, 1.6096], [-5.0287, 1.6721, -0.4912], [-6.0096, 3.7122, 0.5137], [-4.7421, 4.9931, 2.2221], [-2.4806, 4.2287, 2.9191], [-1.4874, 2.1940, 1.8831], [-0.9657, 2.8184, -4.6222], [-1.0408, 3.4416, -4.2238], [0.8090, -2.2099, 3.8145], [0.7801, -2.9787, 2.5663], [1.0919, -4.3923, 2.7016], [0.5007, -2.2959, 1.2889], [0.3109, -1.0035, 1.3379], [0.4709, -2.9619, -0.0190], [0.4097, -4.3952, -0.2863], [0.4823, -2.1562, -1.2299], [1.0275, -2.8269, 4.7111], [-0.1841, -1.7444, 3.9950], [1.5996, -1.4315, 3.7704], [0.1725, -4.9960, 2.5740], [1.9307, -4.6685, 2.0289], [1.4291, -4.6602, 3.7250], [0.3294, -0.4826, 2.2201], [-0.4685, -4.6059, -0.9333], [1.3292, -4.7171, -0.8204], [0.2545, -5.0490, 0.5566], [-0.4261, -1.5334, -1.2886], [1.3951, -1.5448, -1.2545], [0.4883, -2.7773, -2.1520]],
  "mulliken_charge": [-0.1535, -0.2989, 1.6962, 2.4064, -0.1053, 0.2023, 0.7089, 0.3158, 0.3405, 0.2716, -0.2051, -0.8145, -0.6741, -0.8894, -0.1136, 0.4689, 0.4480, 0.4338, 0.4709, 0.4848, 0.0070, -0.8096, -0.6762, -0.7959, -0.5493, 0.1714, 0.4649, 0.4186, 0.4511, 0.4402, -0.2324, -0.7548, -0.6226, -0.7934, -0.4678, 0.4952, 0.4372, 0.4187, 0.4620, 0.2911, -0.5922, -0.7756, -0.8029, -0.7639, -0.4318, 0.4527, 0.4512, 0.4321, 0.5159, 0.5798, -0.1524, -0.7382, -0.6646, -0.7312, -0.4835, 0.2454, 0.4509, 0.4147, 0.4461, 0.5201, -0.3588, -0.7841, -0.6090, -0.8627, -0.1160, 0.4326, 0.4382, 0.4177, 0.4521, 0.2464, -0.0364, 0.0331, -1.0716, 0.5176, -1.2237, -0.4983, 0.5158, 0.5037, -1.2153, -1.2733, 0.4229, 0.2887, 0.2955, 0.3403, 0.3754, 0.4091, 0.1822, 0.3957, 0.3453, 0.3683, 0.4900, 0.2114, 0.6460],
  "homo_ha": -0.497,
  "gap_ev": 7.28,
  "total_charge": 2
}